Record 1
ORCA calculation (ωB97M-V/def2-TZVPD) on a molecular structure, C40H32ClLiN4O4S.

Element x y z (Å)
Li 0.62 1.31 1.21
Cl 5.32 5.48 -2.42
C 4.04 4.77 -1.46
C 2.77 5.35 -1.47
C 1.76 4.82 -0.72
C 1.93 3.64 0.09
O 0.97 3.19 0.78
C 3.25 3.05 0.04
C 3.57 1.87 0.78
N 2.69 1.08 1.29
C 3.08 -0.01 2.05
C 4.11 -0.86 1.73
C 4.40 -1.98 2.53
C 3.63 -2.27 3.63
C 2.55 -1.44 3.97
C 1.69 -1.70 5.07
C 0.67 -0.84 5.33
C 0.50 0.29 4.50
N 1.26 0.56 3.48
C 2.27 -0.29 3.20
C 4.28 3.65 -0.71
H 2.60 6.23 -2.07
H 0.78 5.27 -0.71
H 4.64 1.67 0.93
H 4.70 -0.68 0.84
H 5.23 -2.63 2.27
H 3.84 -3.15 4.24
H 1.87 -2.58 5.68
H -0.01 -1.01 6.16
H -0.31 0.99 4.71
H 5.27 3.20 -0.69
O -1.72 -0.27 -5.48
C -0.90 0.85 -5.17
C -0.45 0.74 -3.74
C 0.78 1.04 -3.34
C 1.13 1.04 -1.92
N 0.34 0.79 -0.96
C -1.02 0.39 -1.25
C -1.49 0.34 -2.74
C -1.96 1.13 -0.31
C -3.32 1.27 -0.58
C -4.14 1.96 0.30
C -5.61 2.12 0.02
O -6.18 1.00 -0.63
C -3.56 2.50 1.44
C -2.20 2.31 1.64
N -1.43 1.63 0.80
H -2.05 -0.17 -6.38
H -1.48 1.78 -5.28
H -0.03 0.90 -5.83
H 1.55 1.32 -4.05
H 2.14 1.31 -1.65
H -2.40 0.91 -2.94
H -3.77 0.83 -1.46
H -5.75 2.96 -0.66
H -6.14 2.36 0.95
H -6.02 0.22 -0.09
H -4.14 3.06 2.16
H -1.70 2.73 2.50
O -0.20 -0.89 1.55
S -1.15 -2.02 1.44
C -1.96 -1.79 -0.13
C -1.14 -1.18 -1.20
C -1.76 -1.19 -2.62
C -3.20 -1.57 -2.68
C -3.88 -1.98 -1.61
C -3.24 -2.13 -0.31
C -0.17 -3.44 0.92
C 1.17 -3.26 0.67
C 1.94 -4.36 0.29
C 1.36 -5.61 0.17
C 0.00 -5.78 0.43
C -0.77 -4.69 0.81
H -0.13 -1.59 -1.18
H -1.19 -1.77 -3.35
H -3.68 -1.49 -3.65
H -4.93 -2.25 -1.70
H -3.82 -2.54 0.52
H 1.60 -2.27 0.75
H 2.99 -4.22 0.09
H 1.96 -6.46 -0.12
H -0.45 -6.76 0.34
H -1.83 -4.81 1.00

## Properties
Orbital gap, eV: 6.28
Multiplicity: 1
Molar mass, g mol⁻¹: 707.18
LUMO energy, eV: -0.1
Maximum force, eV/A: 0.38
DFT total energy, hartree: -2929.39124

Mulliken analysis output, partial charges in e:
1. Li 0.840
2. Cl -0.264
3. C 0.087
4. C -0.615
5. C -0.750
6. C 0.441
7. O -0.832
8. C 0.622
9. C -0.600
10. N 0.616
11. C -0.465
12. C -0.092
13. C -0.950
14. C -0.935
15. C 1.149
16. C -0.816
17. C -0.746
18. C -0.255
19. N -0.320
20. C 0.407
21. C -0.968
22. H 0.403
23. H 0.440
24. H 0.431
25. H 0.542
26. H 0.409
27. H 0.412
28. H 0.419
29. H 0.412
30. H 0.433
31. H 0.372
32. O -0.477
33. C -1.085
34. C -0.303
35. C -1.533
36. C -0.409
37. N 0.388
38. C 1.921
39. C 0.725
40. C -1.289
41. C 0.216
42. C -0.076
43. C -0.895
44. O -0.510
45. C -1.273
46. C -0.877
47. N 0.433
48. H 0.300
49. H 0.328
50. H 0.410
51. H 0.424
52. H 0.447
53. H 0.430
54. H 1.003
55. H 0.298
56. H 0.359
57. H 0.318
58. H 0.400
59. H 0.523
60. O 0.375
61. S -0.445
62. C 0.326
63. C -1.221
64. C 0.156
65. C -0.933
66. C -0.726
67. C -0.458
68. C 0.756
69. C 0.044
70. C -0.899
71. C -0.538
72. C -0.601
73. C -0.633
74. H 0.615
75. H 0.542
76. H 0.460
77. H 0.496
78. H 0.538
79. H 0.471
80. H 0.437
81. H 0.399
82. H 0.393
83. H 0.422

Record 2
ORCA calculation (ωB97M-V/def2-TZVPD) on a molecular structure, C40H32CoN4O2 at a distorted geometry.

Element x y z (Å)
Co -0.40 -0.10 -0.15
C -2.18 1.27 -2.97
C -1.82 2.40 -2.11
C -2.24 3.70 -2.42
C -1.90 4.76 -1.61
C -0.97 4.56 -0.59
C -0.66 3.29 -0.28
N -1.02 2.27 -1.07
C 0.14 2.84 0.95
C 0.32 3.74 2.02
C 1.03 3.30 3.07
C 1.67 2.10 2.98
C 1.42 1.28 1.91
N 0.69 1.65 0.90
C 2.12 0.00 1.78
C 3.13 -0.43 2.64
C 3.83 -1.63 2.30
C 3.48 -2.37 1.22
C 2.48 -1.87 0.42
C 1.94 -2.77 -0.67
N 1.90 -0.75 0.71
H -1.86 0.34 -2.56
H -1.64 1.38 -3.89
H -3.25 1.22 -3.17
H -2.92 3.86 -3.27
H -2.15 5.78 -1.78
H -0.57 5.44 -0.15
H -0.25 4.68 2.20
H 1.16 3.83 4.02
H 2.37 1.76 3.80
H 3.54 0.20 3.45
H 4.60 -1.97 3.03
H 3.87 -3.33 1.02
H 1.88 -3.80 -0.33
H 2.48 -2.65 -1.59
H 0.90 -2.39 -0.92
C -3.48 -3.00 -1.35
C -3.33 -3.14 -2.73
C -2.19 -2.53 -3.23
C -1.32 -1.85 -2.40
C -1.54 -1.59 -1.05
C -2.64 -2.20 -0.54
C -0.01 -1.34 -2.90
C 0.71 -2.11 -3.88
C 2.01 -1.79 -4.23
C 2.59 -0.58 -3.61
C 3.88 -0.11 -3.95
C 4.38 0.97 -3.28
C 3.55 1.67 -2.40
C 2.36 1.15 -1.97
C 1.84 0.05 -2.69
N 0.59 -0.35 -2.29
H -4.31 -3.56 -0.93
H -3.90 -3.88 -3.30
H -2.08 -2.49 -4.29
H -2.94 -1.94 0.53
H 0.28 -3.01 -4.25
H 2.51 -2.29 -5.04
H 4.51 -0.53 -4.72
H 5.38 1.33 -3.57
H 4.01 2.50 -1.92
H 1.70 1.59 -1.22
C -0.63 -3.05 3.70
C -0.87 -1.84 2.82
O -0.26 -1.83 1.68
C -1.69 -0.73 3.26
C -2.19 -0.79 4.62
C -3.02 0.17 5.19
C -3.45 1.21 4.35
C -3.11 1.17 2.97
C -2.19 0.29 2.37
O -1.82 0.53 1.15
H -1.41 -3.31 4.46
H 0.30 -2.84 4.25
H -0.42 -3.85 2.98
H -1.88 -1.59 5.34
H -3.47 -0.13 6.17
H -4.13 1.99 4.70
H -3.49 1.99 2.34

## Properties
Orbital gap (spin up / spin down), eV: 7.04 / 7.23
Expectation value of S²: 3.758
Multiplicity: 4
Molar mass, g mol⁻¹: 659.66
LUMO energy (spin up / spin down), eV: 0.1 / 0.1
Maximum force, eV/A: 4.11
DFT total energy, hartree: -3295.72872

Mulliken analysis output, partial charges in e:
1. Co 1.878
2. C -0.899
3. C 0.694
4. C -0.944
5. C -0.791
6. C -0.616
7. C -0.603
8. N 0.520
9. C 1.186
10. C -0.819
11. C -1.036
12. C -1.096
13. C 0.553
14. N 1.057
15. C 0.538
16. C -1.076
17. C -0.775
18. C -1.190
19. C 0.511
20. C -1.487
21. N 0.727
22. H -0.137
23. H 0.311
24. H 0.489
25. H 0.431
26. H 0.448
27. H 0.518
28. H 0.332
29. H 0.441
30. H 0.237
31. H 0.326
32. H 0.334
33. H 0.636
34. H 0.586
35. H 0.319
36. H 0.285
37. C -0.704
38. C -1.134
39. C -0.550
40. C 0.960
41. C 0.221
42. C 0.200
43. C 0.667
44. C -1.040
45. C -1.526
46. C 0.936
47. C -0.756
48. C -0.505
49. C -1.080
50. C -0.351
51. C -0.140
52. N 0.287
53. H 0.375
54. H 0.351
55. H 0.489
56. H 0.059
57. H 0.588
58. H 0.424
59. H 0.419
60. H 0.353
61. H 0.443
62. H 0.368
63. C -1.831
64. C 0.462
65. O -0.244
66. C 1.375
67. C -1.073
68. C -0.790
69. C -0.433
70. C -0.888
71. C 0.297
72. O -0.453
73. H 0.434
74. H 0.324
75. H 0.381
76. H 0.155
77. H 0.281
78. H 0.399
79. H 0.365

Record 3
ORCA calculation (ωB97M-V/def2-TZVPD) on a molecular structure, C40H32N6O4ReS2 at a distorted geometry.

Element x y z (Å)
Re -0.90 0.08 -0.83
C -1.63 -5.50 -0.44
C -1.55 -4.53 0.55
C -1.02 -3.28 0.27
C -0.54 -2.99 -1.00
C -0.59 -3.98 -1.99
C -1.13 -5.22 -1.70
N -0.04 -1.71 -1.32
C 1.09 -1.56 -2.07
C 2.12 -2.51 -2.20
C 3.20 -2.24 -3.02
C 3.29 -1.04 -3.73
C 2.31 -0.08 -3.60
C 1.23 -0.33 -2.76
N 0.17 0.53 -2.54
N 0.00 1.48 -3.35
C -1.11 2.25 -3.15
C -1.30 3.39 -3.94
C -2.44 4.14 -3.77
C -3.38 3.74 -2.82
C -3.12 2.60 -2.08
N -2.02 1.88 -2.23
H -2.07 -6.47 -0.22
H -1.91 -4.74 1.55
H -0.94 -2.53 1.04
H -0.22 -3.76 -2.98
H -1.17 -5.98 -2.47
H 2.06 -3.43 -1.65
H 3.99 -2.97 -3.10
H 4.15 -0.85 -4.36
H 2.37 0.87 -4.11
H -0.53 3.65 -4.66
H -2.60 5.03 -4.35
H -4.28 4.30 -2.66
H -3.82 2.25 -1.32
C -3.97 -0.54 2.44
C -3.19 -0.71 1.16
N -2.14 0.04 0.96
N -1.87 0.90 1.99
C -1.18 1.95 1.74
S -0.71 2.47 0.17
S -0.93 3.08 3.10
C 0.83 2.83 3.61
C 1.85 3.76 3.00
C 2.25 4.89 3.70
C 3.23 5.73 3.19
C 3.83 5.45 1.97
C 3.42 4.34 1.25
C 2.44 3.50 1.76
C -3.68 -1.67 0.20
C -4.54 -2.70 0.62
C -5.14 -3.56 -0.27
C -4.92 -3.39 -1.64
C -4.08 -2.40 -2.08
C -3.40 -1.55 -1.19
O -2.61 -0.63 -1.70
H -3.91 0.48 2.78
H -5.01 -0.82 2.30
H -3.53 -1.17 3.22
H 0.78 3.02 4.68
H 1.05 1.78 3.43
H 1.80 5.12 4.66
H 3.52 6.61 3.75
H 4.61 6.10 1.58
H 3.86 4.11 0.29
H 2.14 2.64 1.20
H -4.71 -2.83 1.68
H -5.79 -4.34 0.09
H -5.41 -4.04 -2.35
H -3.89 -2.26 -3.14
O 3.72 0.15 -0.33
C 3.81 -0.19 0.97
C 5.07 -0.28 1.55
C 5.21 -0.57 2.89
C 4.09 -0.82 3.68
C 2.84 -0.78 3.11
C 2.68 -0.46 1.76
C 1.30 -0.45 1.20
O 0.38 -1.02 1.77
O 1.15 0.19 0.07
H 2.77 0.26 -0.54
H 5.93 -0.09 0.92
H 6.20 -0.61 3.33
H 4.20 -1.03 4.74
H 1.96 -1.00 3.69

## Properties
Orbital gap (spin up / spin down), eV: 5.83 / 5.92
Expectation value of S²: 0.819
Multiplicity: 2
Molar mass, g mol⁻¹: 911.08
LUMO energy (spin up / spin down), eV: -1.5 / -1.5
Maximum force, eV/A: 2.31
DFT total energy, hartree: -3047.67902

Mulliken analysis output, partial charges in e:
1. Re 0.930
2. C -0.599
3. C -0.945
4. C 0.242
5. C -0.523
6. C -0.394
7. C -0.795
8. N 0.074
9. C 0.179
10. C -0.321
11. C -0.800
12. C -0.764
13. C -0.532
14. C 0.884
15. N 1.979
16. N -1.722
17. C 0.228
18. C -0.571
19. C -0.416
20. C -0.836
21. C -0.336
22. N 0.353
23. H 0.409
24. H 0.442
25. H 0.609
26. H 0.536
27. H 0.395
28. H 0.564
29. H 0.421
30. H 0.420
31. H 0.497
32. H 0.518
33. H 0.401
34. H 0.427
35. H 0.477
36. C -2.165
37. C 1.037
38. N 0.792
39. N -1.130
40. C 0.091
41. S -0.231
42. S -0.124
43. C -0.469
44. C 0.369
45. C -0.511
46. C -0.633
47. C -0.379
48. C -1.116
49. C 0.535
50. C 0.660
51. C -1.226
52. C -1.005
53. C -0.524
54. C -0.324
55. C 0.692
56. O -0.928
57. H 0.478
58. H 0.602
59. H 0.326
60. H 0.585
61. H -0.266
62. H 0.385
63. H 0.371
64. H 0.379
65. H 0.441
66. H 0.432
67. H 0.510
68. H 0.422
69. H 0.417
70. H 0.482
71. O -0.715
72. C 0.519
73. C -0.765
74. C -0.408
75. C -0.912
76. C -0.493
77. C 0.213
78. C 1.009
79. O -0.716
80. O -0.106
81. H 0.219
82. H 0.467
83. H 0.401
84. H 0.425
85. H 0.452

Record 4
ORCA calculation (ωB97M-V/def2-TZVPD) on a molecular structure, C40H33AsCaIN4O8 at a distorted geometry.

Element x y z (Å)
Ca -1.25 0.37 -1.28
O 2.59 -6.47 -4.36
C 2.61 -5.40 -5.17
O 3.06 -5.46 -6.31
C 2.20 -4.11 -4.52
C 2.75 -2.90 -5.01
C 2.61 -1.72 -4.29
C 1.51 -1.59 -3.31
C 1.05 -2.84 -2.82
C 1.47 -4.06 -3.34
N 0.95 -0.39 -2.89
C 1.19 0.76 -3.54
C 1.24 2.06 -2.86
C 2.19 3.04 -3.18
C 2.07 4.35 -2.75
C 1.02 4.65 -1.86
C 0.28 3.58 -1.41
N 0.31 2.31 -1.90
H 2.77 -7.24 -4.97
H 3.29 -3.01 -5.91
H 3.18 -0.82 -4.43
H 0.37 -2.82 -1.97
H 1.20 -4.97 -2.74
H 1.58 0.81 -4.58
H 2.99 2.80 -3.77
H 2.76 5.05 -3.17
H 0.89 5.64 -1.42
H -0.57 3.75 -0.70
O 0.18 -0.78 0.04
As 1.00 -0.85 1.55
C -0.07 -1.70 2.95
C -1.41 -1.41 2.81
C -2.27 -1.95 3.76
C -1.85 -2.63 4.90
C -0.49 -2.80 5.06
C 0.39 -2.38 4.04
C 2.75 -1.75 1.74
C 3.07 -2.99 1.13
C 4.36 -3.43 1.09
C 5.38 -2.75 1.80
C 5.02 -1.62 2.54
C 3.71 -1.22 2.62
C 1.37 0.87 2.29
C 2.00 1.83 1.45
C 2.40 3.07 1.91
C 2.18 3.40 3.27
C 1.48 2.50 4.07
C 1.14 1.25 3.63
H -1.84 -0.95 1.93
H -3.35 -1.90 3.54
H -2.63 -2.96 5.56
H -0.09 -3.29 5.94
H 1.47 -2.47 4.17
H 2.29 -3.50 0.55
H 4.64 -4.24 0.37
H 6.40 -3.11 1.74
H 5.70 -1.02 3.05
H 3.35 -0.49 3.38
H 2.11 1.61 0.38
H 2.89 3.74 1.20
H 2.37 4.36 3.64
H 1.29 2.71 5.17
H 0.71 0.59 4.41
N -4.13 -0.59 -4.46
C -2.84 -0.21 -4.43
O -2.19 0.03 -3.38
C -2.19 -0.06 -5.79
I -3.03 1.68 -6.83
H -4.64 -0.84 -3.58
H -4.59 -0.87 -5.34
H -2.36 -0.91 -6.46
H -1.17 0.16 -5.58
O -2.97 0.18 0.51
C -3.05 1.46 0.59
O -2.44 2.25 -0.18
C -4.00 2.06 1.61
C -4.61 1.27 2.62
C -5.39 1.84 3.62
C -5.44 3.23 3.68
C -4.89 4.01 2.64
C -4.09 3.49 1.69
N -6.10 3.88 4.77
O -6.19 3.16 5.80
O -6.52 5.05 4.66
H -4.46 0.15 2.55
H -5.95 1.23 4.40
H -5.10 5.11 2.77
H -3.66 4.10 0.92

## Properties
Orbital gap (spin up / spin down), eV: 7.33 / 7.33
Multiplicity: 1
Molar mass, g mol⁻¹: 939.63
LUMO energy (spin up / spin down), eV: -3.9 / -3.9
Charge: +1
Maximum force, eV/A: 3.77
DFT total energy, hartree: -5575.91881

Mulliken analysis output, partial charges in e:
1. Ca 1.966
2. O -0.441
3. C 0.399
4. O -0.591
5. C 0.467
6. C -0.601
7. C -0.686
8. C -0.422
9. C 0.007
10. C -0.798
11. N 0.651
12. C -0.632
13. C 0.133
14. C -0.937
15. C -0.459
16. C -0.851
17. C -0.255
18. N 0.353
19. H 0.371
20. H 0.551
21. H 0.632
22. H 0.427
23. H 0.328
24. H 0.559
25. H 0.620
26. H 0.467
27. H 0.438
28. H 0.358
29. O 0.073
30. As 0.730
31. C 0.110
32. C -0.414
33. C -0.307
34. C -0.754
35. C -0.670
36. C -0.215
37. C 0.083
38. C -0.442
39. C -0.515
40. C -0.394
41. C -0.756
42. C -0.072
43. C 0.217
44. C -0.279
45. C -0.500
46. C -0.709
47. C -0.621
48. C -0.067
49. H 0.395
50. H 0.316
51. H 0.427
52. H 0.444
53. H 0.395
54. H 0.393
55. H 0.321
56. H 0.415
57. H 0.455
58. H 0.365
59. H 0.264
60. H 0.414
61. H 0.426
62. H 0.323
63. H 0.332
64. N -0.351
65. C 0.428
66. O -0.848
67. C -0.986
68. I 0.136
69. H 0.265
70. H 0.227
71. H 0.497
72. H 0.151
73. O -1.001
74. C 1.332
75. O -0.958
76. C 0.055
77. C -0.094
78. C -0.486
79. C 0.277
80. C -0.405
81. C -0.678
82. N 0.851
83. O -0.536
84. O -0.550
85. H 0.275
86. H 0.363
87. H 0.373
88. H 0.428

> molar mass of number 4 (C40H33AsCaIN4O8)?

939.63 g mol⁻¹

> Among the records above, which one has the highest multiplicity?

C40H32CoN4O2

> Which of these has the highest maximum force?

C40H32CoN4O2